Density functional theory data (the ωB97M-V functional and the def2-TZVPD basis) for C98H129Cl8F10O8P as an isolated structure.

Each line ends with the Löwdin charge.
Atoms and positions in Å:
H  2.3363  3.1317  -2.3620  0.09
H  4.7030  -1.5633  -0.5766  0.08
H  3.5822  -2.8589  -0.1788  0.08
C  4.1277  -5.9228  -3.2026  -0.07
H  0.1007  -4.1371  -2.4824  0.07
O  2.7892  -2.2752  -3.4433  0.02
H  -10.5925  0.7153  5.5104  0.10
H  2.6547  -1.1059  5.0336  0.07
C  3.2894  -6.3462  1.3391  -0.28
Cl  8.5437  3.1624  0.4810  0.56
C  2.0685  3.7844  1.4419  -0.45
H  -6.0766  0.0090  0.9527  0.04
C  4.6386  -2.5953  -0.2316  -0.01
Cl  -9.0204  -2.4528  -1.2117  0.56
H  0.9834  -1.9645  1.6910  0.08
H  -3.1715  4.4000  -4.8245  0.04
C  5.5718  1.6080  -5.5905  -0.11
C  0.9615  3.1771  -5.3501  0.00
H  2.3437  -4.6779  -3.6407  0.10
C  -3.3152  3.4496  1.7759  -0.09
H  5.5272  -7.3662  -2.3725  0.10
H  4.7962  1.1411  -5.0016  0.08
H  -1.9133  -4.3747  -0.9649  0.06
H  2.6390  -2.4739  3.8923  0.06
C  -4.6632  0.1112  -0.7262  -0.21
H  5.4389  -4.7425  1.1264  0.07
H  -0.6995  0.9579  10.4412  0.09
Cl  6.0438  1.7649  -0.1371  0.50
C  -4.1288  -0.2770  -4.7363  -0.28
H  -5.3450  2.8034  1.6153  0.07
C  5.8209  1.1919  -6.8694  -0.11
H  5.1986  0.4081  -7.2753  0.09
H  -9.1030  2.4586  6.1383  0.10
H  7.3578  -4.0832  6.2716  0.08
F  -7.3904  7.4644  -1.6376  0.04
H  -9.3597  -3.9805  3.0979  0.08
F  1.2622  1.1437  -6.5062  0.04
H  1.6186  -4.7283  3.7807  0.09
H  -4.3254  -3.3277  1.8543  0.07
C  -0.0453  -0.0104  1.4224  -0.22
H  3.2291  1.0117  5.5828  0.07
H  -3.1431  5.5472  -3.3629  0.04
C  -2.1496  0.5249  -0.7205  -0.24
C  1.0167  -4.8067  1.7200  -0.09
H  0.0593  2.7583  -4.9296  0.10
H  7.6479  4.3187  -5.4641  0.12
F  -5.1441  0.4080  -4.1732  0.03
C  6.7650  1.8573  -7.6624  0.00
H  3.1438  5.3451  -2.0667  0.06
H  6.2476  3.7423  6.6377  0.10
C  -5.9127  -0.4768  -0.0092  -0.09
H  -1.2190  0.2733  -6.2848  0.09
H  3.6120  -1.0716  3.5932  0.05
H  0.0239  -1.6678  -3.0508  0.10
C  -4.0157  -1.6061  -4.4513  -0.03
H  -1.9241  -4.9460  4.1840  0.09
C  2.5179  7.3673  -2.3893  -0.34
H  -7.4805  2.3637  2.1362  0.10
H  -2.9206  -3.3919  -4.8589  0.10
H  6.9133  1.4829  -8.6646  0.11
H  -7.3246  -0.8609  2.7335  0.05
H  2.7875  8.3526  -2.0091  0.10
H  5.2075  -1.8230  4.4029  0.06
H  1.7829  0.3929  3.4671  0.09
H  1.3938  0.0330  10.0305  0.09
C  5.8998  -2.5919  4.7459  -0.03
C  3.2366  -1.3761  -5.6256  0.00
H  5.7092  2.9033  2.4744  0.06
F  4.3553  -7.1067  1.0270  0.05
H  -0.9672  -0.3062  1.9231  0.06
H  0.1281  1.0013  1.7892  0.09
C  5.3839  2.7141  3.4867  -0.10
H  2.5855  -6.4786  -0.7645  0.08
C  2.8698  1.1044  -2.7977  -0.22
C  2.1747  0.5418  -1.4980  -0.22
C  7.4004  -3.0871  6.7122  -0.03
C  -2.8828  1.3204  3.5564  -0.25
Cl  -8.0201  -0.5722  -3.1489  0.59
C  5.3199  -2.5769  1.1168  -0.44
H  3.9274  1.3355  3.0177  0.09
C  -2.2201  3.6336  -3.0120  -0.55
C  1.2769  4.5209  -5.1958  -0.04
C  1.8815  -5.1017  2.8020  -0.07
C  1.2971  -5.2043  0.4207  -0.05
C  2.8711  2.8258  -6.7616  -0.04
H  -1.8662  2.8414  -3.6718  0.02
C  -8.1388  4.1059  -0.8941  -0.09
C  -0.3857  -1.8322  -0.9038  -0.24
H  4.0125  2.7329  -1.8484  0.02
C  -7.6188  -2.8122  3.4887  -0.46
C  2.4297  5.0063  -5.8145  -0.08
H  -6.7764  2.4700  -0.5287  0.08
O  -1.9915  -2.4959  2.2347  -0.01
H  -2.0106  2.1672  8.4967  0.11
H  5.9016  3.1158  -4.1085  0.07
H  1.1118  1.1706  5.7942  0.09
C  2.7999  -5.6451  -3.4900  -0.01
C  1.9318  -6.7376  -3.4485  -0.30
C  -8.5352  -2.2219  -2.8384  -2.09
C  -2.6299  4.7989  -3.9668  -0.11
C  1.1641  -0.9033  1.8619  -0.20
C  -7.0307  -1.3487  3.6629  0.01
C  -1.9656  -1.7169  -5.7246  -0.10
H  0.0876  -4.2784  1.8751  0.08
C  -7.1622  6.1616  -1.3498  -0.28
H  2.6910  7.4248  -3.4639  0.08
H  -1.2599  3.8979  2.1837  0.11
Cl  -7.3555  -3.4038  -3.3828  0.55
H  3.7921  -6.0624  3.3621  0.12
C  -8.2337  2.1275  2.8732  0.00
H  0.6260  5.2031  -4.6692  0.11
C  -8.3180  5.4387  -1.1129  -0.03
H  -9.2832  -2.4326  2.2484  0.07
H  -4.6999  -2.1884  -3.8519  0.08
H  4.1016  -1.0187  -6.1844  0.05
C  -1.7659  -3.8699  4.2547  -0.01
C  -0.8206  -3.6110  -2.7326  -0.24
H  6.3839  -4.0047  2.4064  0.08
C  4.7784  2.3199  6.1886  -0.26
H  -7.4938  3.2780  4.5340  0.11
C  -2.9932  -2.3309  -5.0473  -0.11
F  8.3994  3.5318  -7.8415  0.07
H  0.6010  -0.7620  3.9529  0.11
C  -0.5205  1.6574  7.0592  -0.28
C  7.1927  3.4081  -5.8246  -0.01
H  4.0532  -9.2965  -2.6962  0.11
H  2.7200  4.5647  1.8352  0.03
H  -4.5446  -3.1878  3.5935  0.06
C  -2.0288  -4.3488  -2.0485  -0.08
C  6.0013  3.5522  4.4547  -0.05
C  1.4491  0.5817  7.8968  -0.06
H  5.4529  -3.5647  4.5408  0.08
H  -3.1415  -1.4055  -0.5186  0.09
H  4.5871  -3.9915  2.4958  0.06
H  0.2189  0.7758  -2.4013  0.09
H  2.5654  6.0629  -5.6363  0.09
H  5.6178  -1.4089  -3.6861  0.09
C  -2.0397  -0.3430  -5.9484  -0.06
C  -6.8557  3.5295  -0.7227  -0.08
H  -2.2158  -3.4830  5.1690  0.09
H  -2.1670  0.6756  -1.7999  0.09
C  0.9276  0.5868  9.2290  -0.10
H  -5.0449  6.2530  -1.4983  0.13
H  4.5386  6.4645  -2.1017  0.04
H  1.6848  -8.8740  -3.2503  0.11
C  1.4871  -0.6470  3.3287  -0.25
C  -8.2008  2.5348  4.1960  -0.08
O  -1.2271  3.9377  -2.0530  -0.36
C  3.7354  -8.2784  -2.8662  -0.11
H  1.8103  3.3035  2.3854  0.00
C  2.4097  -8.0738  -3.2250  0.00
H  -9.6658  -2.3902  3.9761  0.08
C  -3.1151  0.3926  -5.4288  0.01
C  5.4557  -3.9199  1.8412  -0.02
C  3.0396  -5.8603  2.6142  -0.05
C  -4.3886  2.6409  2.0899  -0.08
H  2.7040  -2.1482  -6.1808  0.10
C  -2.1204  3.2770  2.3848  -0.06
C  0.7737  1.1750  6.8200  0.00
H  2.7354  3.0137  1.0555  0.00
F  -1.3095  2.2094  6.1527  0.08
H  4.7192  -5.0336  -3.0419  0.08
H  -2.9731  -3.8353  -2.2297  0.06
O  -6.9692  -3.7771  3.7677  0.06
H  3.7035  2.9765  -3.5075  0.05
C  6.1331  -2.3876  6.2333  -0.50
H  -1.0376  -2.3455  -0.1969  0.06
H  -4.9648  0.8235  3.1875  0.07
C  5.0994  -2.2823  -4.0819  -0.01
O  5.7978  -1.5210  1.5354  0.04
H  7.4768  -3.1644  7.7967  0.08
H  2.6133  -0.4929  -5.4859  0.07
C  -2.5218  -3.2837  3.0771  -0.40
H  3.5678  6.3797  -0.7065  0.08
H  5.3513  -3.0160  -3.3162  0.05
C  -0.3430  1.0779  9.4288  -0.10
H  -1.8042  5.3505  -4.4164  0.04
H  -3.2076  -0.4653  0.8855  0.09
H  5.4368  -2.6109  -5.0648  0.09
C  1.7061  2.3738  -6.2000  -0.30
H  -3.0330  3.0596  -2.5672  0.04
Cl  -10.0176  -2.5527  -3.7626  0.49
C  -0.7279  -2.1031  -2.3924  -0.21
H  -9.2715  5.9431  -1.1668  0.12
C  4.3809  1.8428  3.8564  -0.05
F  -2.7107  0.2433  4.3836  0.02
H  3.7535  0.5216  -3.0576  0.08
C  -3.9764  -3.7004  2.8173  -0.02
F  4.4738  1.9985  7.5068  0.02
H  5.1107  -3.3146  -0.9007  0.07
F  0.6325  -6.5876  -3.4505  0.09
H  -2.0869  -5.3504  -2.4746  0.07
H  0.6683  1.9428  -1.1495  0.09
H  2.6597  0.8944  -0.5877  0.10
C  7.3972  3.0206  -7.1405  -0.29
C  -1.0541  1.6820  8.3697  0.00
C  -3.2860  -0.3739  -0.1979  -0.21
H  6.6712  4.2895  4.0374  0.09
C  2.6434  -1.3875  3.9807  -0.10
H  -0.8479  -3.7209  -3.8167  0.08
C  -9.1434  1.1629  2.5151  -0.36
H  -4.7769  -0.0540  -1.7976  0.08
C  -9.1104  -2.9248  3.2055  -0.02
H  -0.9087  2.1406  3.7711  0.10
C  -9.0905  2.0810  5.1266  -0.09
C  4.0062  1.6838  5.2500  0.01
C  -1.8640  2.2457  3.2783  -0.03
H  -5.9595  -1.3563  3.8639  0.07
H  2.1252  0.9900  -3.5855  0.09
H  -9.0060  3.4681  -0.8062  0.10
C  7.3365  2.9177  -0.7494  -1.99
H  0.5893  -5.0109  -0.3718  0.08
H  2.2452  -0.5446  -1.5506  0.07
H  2.0042  -0.5608  1.2577  0.10
C  0.6905  0.8884  -1.4250  -0.24
H  -3.3929  4.2069  1.0099  0.11
H  -1.6773  -1.6443  -2.6687  0.09
C  -5.7406  4.3283  -0.9347  -0.08
F  -9.1676  0.7356  1.2704  0.08
C  -5.9005  5.6427  -1.2493  -0.01
P  -0.4875  -0.0564  -0.3853  1.09
H  0.5927  -2.2169  -0.6161  0.08
C  5.7232  3.2680  5.8214  -0.02
H  2.3644  0.0268  7.7530  0.09
Cl  8.0858  2.2735  -2.2149  0.54
O  0.9296  4.0681  0.6697  -0.40
H  -6.7978  -0.4083  -0.6417  0.01
C  3.6253  -2.0186  -4.3149  -0.46
H  6.8626  -2.4938  4.2443  0.09
H  4.1117  4.4978  -7.0669  0.10
O  5.4572  -1.6967  6.9359  0.09
C  -10.0322  0.6289  3.3795  -0.04
H  -2.1683  1.5140  -0.2629  0.10
H  -1.1453  -2.3243  -6.0776  0.10
H  3.3686  2.2098  -7.4961  0.11
O  1.2356  6.9402  -1.9561  0.03
C  -4.1715  1.5105  2.9327  -0.01
H  -4.6255  1.2002  -0.6983  0.09
C  2.4401  -6.0527  0.2172  0.04
H  -10.7400  -0.0996  3.0126  0.12
H  -3.1968  1.4623  -5.5533  0.11
C  -9.9673  1.0668  4.7029  -0.08
H  -4.1823  -4.7698  2.7704  0.09
H  -4.7493  3.9002  -0.9192  0.10
C  3.2227  4.1558  -6.5578  -0.09
H  -7.5764  -0.9838  4.5331  0.08
C  3.5008  6.3381  -1.7936  -0.09
H  -0.7187  -3.5673  4.2572  0.07
C  3.2427  2.5769  -2.6041  -0.09
C  6.2467  2.7143  -5.0499  -0.09
Cl  6.3993  4.3641  -1.1710  0.55
C  4.5368  -7.1913  -2.7662  -0.11
H  8.2722  -2.5701  6.3114  0.08
H  -5.7225  -1.5145  0.2650  0.06

The total energy comes out at -256732.551 eV. As for the spin multiplicity: 2. The value obtained for the LUMO energy (alpha / beta) is 0.05421 / 0.05421 hartree. Its total charge is -1. As for the frontier orbital gap (alpha / beta): 0.1490 / 0.1474 hartree. The highest occupied orbital energy (alpha / beta) comes out at -2.578 / -2.536 eV.

=====

Density functional theory data (the ωB97M-V functional and the def2-TZVPD basis) for C10H15N2O3Rh as an isolated structure.

Each line ends with the Löwdin charge.
Atoms and positions in Å:
H  -0.8055  2.4095  -4.0408  0.09
O  -2.6662  -4.1340  2.9442  0.09
O  -1.4119  -3.5801  1.1777  -0.20
C  -1.2946  -2.1870  3.1299  -0.10
C  0.8111  -1.0033  2.7599  -0.54
C  1.2303  2.3118  -2.2054  -0.06
H  1.6692  2.5240  -1.2293  0.08
N  1.6573  -1.6837  0.5550  -0.07
H  2.1624  -2.5451  0.7432  0.12
H  -2.1241  -1.5236  3.3821  0.13
N  -0.3258  -1.5361  2.2627  -0.09
H  1.2336  3.2340  -2.7897  0.08
C  -1.0649  2.8434  -1.3444  -0.05
C  1.8367  -0.7162  1.6735  -0.11
H  -1.8142  1.1237  -3.3573  0.09
H  -0.6692  3.0615  -0.3520  0.09
H  1.8575  1.5797  -2.7160  0.08
H  1.6662  0.2815  1.2736  0.12
H  -0.8220  -2.4864  4.0660  0.13
C  -0.2481  -0.4713  -0.6133  -0.14
C  -0.2052  1.7911  -2.0570  -0.64
Rh  -0.3164  -2.1101  0.4320  1.13
H  -0.1980  0.7473  -3.9662  0.08
H  2.8381  -0.7794  2.0936  0.13
C  -0.2005  0.5519  -1.2598  -0.12
H  -1.0746  3.7681  -1.9249  0.08
O  1.0280  -0.7684  3.9333  0.07
C  -1.8652  -3.4094  2.4180  -0.61
C  -0.7933  1.4961  -3.4428  -0.06
H  1.9999  -1.2817  -0.3130  0.10
H  -2.0906  2.4921  -1.2328  0.09

The total energy comes out at -22741.893 eV. The value obtained for the LUMO energy is -0.03884 hartree. The energy above the lowest of the compared OMol25 structures with the same formula, charge and spin is 0.0 kJ/mol. Its total charge is 0. As for the frontier orbital gap: 0.2935 hartree. The highest occupied orbital energy comes out at -9.044 eV.

=====

Density functional theory data (the ωB97M-V functional and the def2-TZVPD basis) for C30H33AsHgSb3Se4 as an isolated structure.

Each line ends with the Löwdin charge.
Atoms and positions in Å:
H  3.9085  -2.1247  -5.2051  0.11
Sb  -3.2137  -1.0035  -0.1710  1.28
C  2.2818  -2.8271  1.6351  -0.17
H  -2.3443  3.0795  -1.8297  0.07
C  4.3845  -0.0977  0.2163  -0.18
Se  -0.2988  -0.6267  1.4668  -0.18
C  2.8608  -3.7810  -4.3368  -0.08
Se  -0.4552  -3.8357  4.0853  -0.08
C  0.5903  3.6147  -0.9045  -0.31
C  3.5693  1.3681  -1.5406  -0.13
H  4.9205  2.9024  -2.1785  0.10
C  -5.8214  1.7618  0.5760  -0.06
H  6.7205  2.1866  -0.6619  0.11
C  2.1714  -4.2578  -3.2334  -0.08
C  1.9612  -3.4303  -2.1459  -0.11
C  4.7734  -1.6873  2.1701  -0.02
C  3.3855  0.2906  -0.6946  -0.31
C  3.3666  -2.4924  -4.3453  -0.08
H  -7.7423  2.5999  0.1806  0.10
H  2.7814  1.6813  -2.2261  0.10
H  0.6076  3.5143  -1.9870  0.01
H  1.4060  -3.7828  -1.2709  0.11
C  2.4534  -2.1290  -2.1624  -0.39
H  0.3300  2.4958  2.4943  0.02
C  -3.6563  0.7695  1.0763  -0.31
C  4.7706  2.0591  -1.5168  -0.09
H  3.5561  -0.6527  -3.2583  0.09
C  4.2539  -2.6705  2.9964  -0.08
H  -1.4451  2.4710  2.6059  0.01
H  3.0025  -4.4205  -5.1949  0.10
H  -4.2051  0.3728  1.9365  0.06
H  -5.1235  -2.1173  -1.6771  0.00
C  -4.8001  3.7339  -1.0164  -0.06
H  4.8099  -2.9838  3.8671  0.11
C  5.5876  0.5936  0.2116  -0.01
H  0.1683  4.5761  -0.6445  0.01
H  1.6024  3.5425  -0.5173  0.01
H  1.2925  -3.2492  1.4349  0.07
H  -5.8557  -1.2561  -0.3297  0.01
C  -2.4668  3.1373  -0.7398  -0.32
Sb  -0.6892  2.1813  -0.0602  1.25
H  -4.2995  -2.0140  2.1138  0.02
Hg  -0.5088  -0.3541  -0.6585  0.13
C  2.7843  -1.8166  0.8233  -0.30
Se  1.7114  -0.8221  5.0093  -0.14
C  4.0308  -1.2168  1.0932  -0.19
C  -3.9083  2.8421  -0.4150  -0.24
C  3.1601  -1.6632  -3.2570  -0.10
H  -6.2108  0.9884  1.2223  0.11
H  5.7393  -1.2556  2.3845  0.11
C  3.0089  -3.2317  2.7491  -0.12
C  -4.4393  1.8203  0.3811  -0.29
H  -5.2891  -0.3629  -1.7350  0.00
C  -6.1624  3.6601  -0.8155  -0.08
H  -2.5751  -2.4660  2.0959  -0.08
H  1.7845  -5.2661  -3.2301  0.11
C  5.7783  1.6576  -0.6557  -0.07
C  -0.5958  2.8361  2.0153  -0.25
C  -5.0969  -1.2103  -1.0924  -0.33
H  -3.7325  -3.3889  1.1094  0.01
H  2.5876  -3.9572  3.4372  0.08
Se  -2.2363  -0.6032  4.9458  0.05
H  -0.6134  3.9239  1.9782  0.01
H  -2.7125  1.1703  1.4628  -0.02
H  -4.4057  4.5166  -1.6524  0.11
H  6.3827  0.2921  0.8747  0.11
C  -6.6814  2.6657  -0.0037  -0.08
As  1.9450  -0.9684  -0.7290  1.21
Sb  -0.2808  -1.4318  3.7343  -0.36
H  -6.8176  4.3692  -1.2955  0.10
C  -3.4852  -2.3963  1.4901  -0.28
H  -2.2605  4.1769  -0.4849  0.06

The total energy comes out at -377651.919 eV. As for the spin multiplicity: 2. The value obtained for the LUMO energy (alpha / beta) is -0.04384 / -0.05875 hartree. The energy above the lowest of the compared OMol25 structures with the same formula, charge and spin is 207.7 kJ/mol. Its total charge is 0. As for the frontier orbital gap (alpha / beta): 0.1917 / 0.1746 hartree. The highest occupied orbital energy (alpha / beta) comes out at -6.410 / -6.348 eV.

=====

Density functional theory data (the ωB97M-V functional and the def2-TZVPD basis) for a 2-piece molecular cluster, C2H4N6 overall.

Each line ends with the Löwdin charge.
Atoms and positions in Å:
H  -1.4128  0.7775  2.5491  0.30
N  -0.0255  0.0715  -0.2262  -0.19
N  -0.9527  0.8663  -0.5888  0.00
N  -1.4170  1.3798  0.4028  0.03
H  1.1057  -1.1600  -3.0669  0.07
C  0.1336  -0.0968  1.1990  -0.57
N  0.5010  -0.8029  -1.1006  0.01
H  1.1858  -0.8854  2.6968  0.13
N  -0.4335  1.0140  1.5606  0.05
C  0.5297  -0.5006  -2.3980  0.00
N  0.7872  -1.1960  1.5957  0.07
H  -0.0016  0.5324  -2.6236  0.09

The total energy comes out at -11072.215 eV. The value obtained for the LUMO energy is -0.01069 hartree. The energy above the lowest of the compared OMol25 structures with the same formula, charge and spin is 579.0 kJ/mol. Its total charge is 0. As for the frontier orbital gap: 0.3213 hartree. The highest occupied orbital energy comes out at -9.033 eV.

=====

Listing F_max for the structures above in their given order: 3.972, 0.243, 8.800, 9.449 eV/A.